(1)
Computed, not measured: a cluster of 21 separate species, C11H64NO20 in total, with ωB97M-V with the def2-TZVPD basis set.

Cartesian coordinates (Å):
C  2.972  0.517  -3.499
C  2.724  0.563  -1.920
C  1.341  -0.083  -1.398
C  1.278  -0.263  0.157
N  0.000  -0.804  0.580
C  -0.052  -1.228  1.975
C  0.492  -2.594  1.978
C  0.341  -3.143  0.584
C  -0.417  -2.086  -0.084
C  -1.165  0.147  0.468
C  -1.185  1.275  1.485
C  -2.297  2.210  1.145
H  2.245  0.919  -4.028
H  3.150  -0.335  -3.942
H  3.939  1.056  -3.684
H  2.699  1.509  -1.635
H  3.786  0.289  -1.455
H  1.587  -1.027  -1.905
H  0.686  0.351  -2.066
H  1.276  0.743  0.565
H  2.238  -0.648  0.650
H  -1.010  -1.248  2.443
H  0.590  -0.751  2.639
H  -0.025  -3.155  2.823
H  1.694  -2.585  2.286
H  -0.097  -3.975  0.525
H  1.276  -3.405  -0.035
H  -1.449  -2.131  -0.073
H  -0.291  -2.203  -1.226
H  -2.199  -0.079  0.069
H  -0.996  0.622  -0.480
H  -0.387  1.876  1.427
H  -1.489  0.989  2.487
H  -1.985  3.209  1.529
H  -3.397  1.983  1.298
H  -2.169  2.613  0.205
O  -4.093  0.405  4.179
H  -4.225  0.090  3.228
H  -4.857  0.558  4.665
O  6.104  -1.501  -3.458
H  6.001  -1.029  -4.307
H  6.977  -1.984  -3.567
O  2.259  3.481  0.641
H  3.101  3.623  0.296
H  1.870  4.322  0.773
O  -5.114  4.148  -0.289
H  -5.411  4.014  0.664
H  -4.969  3.157  -0.782
O  -2.186  -4.922  3.358
H  -1.470  -5.232  2.850
H  -2.133  -5.404  4.205
O  -2.753  2.936  4.543
H  -2.958  2.018  4.196
H  -3.271  3.008  5.367
O  3.841  -6.002  0.374
H  4.266  -5.189  0.642
H  2.817  -5.805  0.263
O  -2.699  5.384  -0.785
H  -3.520  4.669  -0.569
H  -1.940  4.869  -0.721
O  -0.336  1.507  -4.161
H  -0.126  0.735  -4.615
H  0.393  2.166  -4.056
O  -2.918  5.519  3.283
H  -3.035  4.671  3.309
H  -2.138  5.819  2.808
O  3.287  1.476  2.926
H  2.510  2.070  2.503
H  4.329  1.809  3.099
O  -4.796  1.473  -0.710
H  -4.086  1.456  -1.528
H  -5.658  1.187  -1.200
O  1.502  -5.808  -1.082
H  0.743  -6.112  -0.587
H  1.199  -6.131  -1.945
O  -0.172  3.245  -1.157
H  0.618  3.315  -0.541
H  0.490  3.560  -1.956
O  0.636  -0.437  -6.194
H  0.707  -0.642  -7.142
H  0.722  -1.161  -5.503
O  0.614  3.556  3.655
H  1.473  3.780  4.030
H  0.305  2.900  4.226
O  4.167  -3.078  1.052
H  4.257  -2.904  0.100
H  4.792  -2.674  1.622
O  0.003  -2.583  -4.175
H  0.641  -2.933  -3.708
H  -0.769  -2.989  -3.872
O  2.297  -3.561  -2.811
H  2.486  -4.081  -3.636
H  1.894  -4.021  -2.143
O  -4.812  -0.220  1.658
H  -4.864  0.241  0.875
H  -5.741  0.088  1.958

Computed properties:
- LUMO energy: -2.65 eV
- Energy above the lowest of the compared OMol25 structures with the same formula, charge and spin: 2.8822 eV
- Kohn-Sham gap: 8.99 eV
- Charge: +1


(2)
Computed, not measured: a structure of composition C11H6N2O4Ti, with ωB97M-V with the def2-TZVPD basis set.

Cartesian coordinates (Å):
O  3.374  2.111  -1.984
C  2.338  1.588  -2.153
Ti  0.275  0.937  -2.219
O  0.666  0.211  -5.773
C  0.549  0.435  -4.644
C  -0.276  2.652  -1.670
O  -0.639  3.679  -1.247
C  -1.773  0.259  -2.268
O  -2.929  0.097  -2.161
N  1.086  0.731  2.078
C  1.204  1.243  0.828
N  0.494  0.481  -0.025
C  -0.084  -0.580  0.726
C  -0.948  -1.609  0.329
C  -1.387  -2.469  1.329
C  -0.988  -2.316  2.641
C  -0.147  -1.278  3.016
C  0.285  -0.403  2.048
H  1.549  1.139  2.863
H  1.759  2.147  0.567
H  -1.229  -1.663  -0.731
H  -2.039  -3.268  1.073
H  -1.343  -3.013  3.363
H  0.203  -1.112  4.015

Computed properties:
- <S²>: 2.01
- Spin multiplicity: 3
- LUMO energy (alpha / beta): -10.02 / -10.08 eV
- Energy above the lowest of the compared OMol25 structures with the same formula, charge and spin: 0.0646 eV
- Kohn-Sham gap (alpha / beta): 5.62 / 5.57 eV
- Charge: +2


(3)
Computed, not measured: a cluster of 24 separate species, C11H70NO23 in total, with ωB97M-V with the def2-TZVPD basis set.

Cartesian coordinates (Å):
C  1.305  -2.733  3.668
C  1.032  -2.979  2.264
C  1.124  -1.798  1.313
C  0.052  -0.712  1.582
N  -0.311  0.245  0.516
C  -1.614  0.996  0.904
C  -2.813  0.336  0.190
C  -2.278  -0.300  -0.980
C  -0.771  -0.420  -0.694
C  0.764  1.228  0.416
C  0.618  2.372  -0.444
C  1.907  2.525  -1.367
H  0.612  -1.927  4.139
H  2.272  -2.145  3.829
H  1.290  -3.718  4.307
H  0.222  -3.394  2.072
H  1.793  -3.851  2.020
H  1.213  -2.122  0.336
H  2.083  -1.328  1.259
H  0.122  -0.087  2.512
H  -0.930  -1.338  1.779
H  -1.723  2.021  0.543
H  -1.661  1.099  2.062
H  -3.503  1.039  -0.098
H  -3.237  -0.352  0.969
H  -2.369  0.434  -1.714
H  -2.915  -1.277  -1.193
H  -0.070  0.113  -1.454
H  -0.595  -1.540  -1.005
H  1.559  0.550  -0.157
H  0.975  1.481  1.394
H  0.623  3.378  -0.091
H  -0.072  2.335  -1.271
H  1.782  3.617  -1.895
H  2.124  1.683  -2.151
H  2.827  2.670  -0.819
O  4.233  4.107  -3.716
H  3.769  4.405  -4.643
H  4.079  4.842  -3.076
O  -2.874  3.953  -1.061
H  -3.330  3.535  -0.437
H  -3.177  3.434  -1.753
O  1.134  0.006  5.834
H  1.690  0.764  5.907
H  1.276  -0.530  6.653
O  -2.309  0.029  -4.697
H  -1.503  0.066  -4.556
H  -2.486  -0.867  -4.416
O  -1.364  -4.180  4.225
H  -1.764  -3.277  3.852
H  -1.199  -4.000  5.152
O  -1.296  -5.103  0.182
H  -0.317  -5.369  0.116
H  -1.771  -5.872  0.492
O  -0.670  6.063  -0.663
H  -1.124  6.897  -0.860
H  -1.221  5.473  -1.081
O  4.066  -1.862  -0.829
H  4.307  -1.031  -1.511
H  4.674  -2.022  -0.176
O  1.478  2.799  3.869
H  0.754  3.189  3.238
H  2.306  2.637  3.363
O  0.753  3.489  -5.322
H  1.002  4.140  -4.539
H  1.377  2.771  -5.424
O  3.934  5.472  -1.398
H  3.133  5.985  -1.251
H  4.102  5.237  -0.567
O  1.529  -5.851  0.099
H  1.463  -6.419  -0.579
H  1.813  -5.011  -0.142
O  -2.830  -1.840  3.601
H  -2.036  -1.119  3.525
H  -3.703  -1.813  4.174
O  -3.288  2.651  -3.518
H  -2.568  2.936  -4.071
H  -3.260  1.777  -3.224
O  3.219  -6.544  2.290
H  4.033  -6.768  1.989
H  2.770  -6.355  1.390
O  -1.365  0.330  4.611
H  -1.893  1.003  5.184
H  -0.411  0.206  5.000
O  -4.781  -2.526  1.440
H  -5.368  -1.859  1.597
H  -4.028  -2.505  2.188
O  -1.657  -3.688  -2.057
H  -1.737  -3.954  -1.175
H  -1.072  -4.291  -2.343
O  0.606  -0.041  -4.165
H  1.175  0.336  -4.846
H  0.832  -0.841  -3.915
O  -3.232  -2.620  -4.200
H  -2.799  -2.803  -3.416
H  -2.804  -3.054  -4.888
O  2.459  -3.832  -1.407
H  3.105  -4.302  -2.122
H  3.105  -3.167  -1.054
O  0.340  5.485  -3.473
H  0.794  5.861  -2.712
H  0.098  6.231  -4.087
O  -0.413  4.108  2.449
H  -1.288  4.527  2.530
H  0.067  4.508  1.710

Computed properties:
- LUMO energy: -2.58 eV
- Energy above the lowest of the compared OMol25 structures with the same formula, charge and spin: 1.1644 eV
- Kohn-Sham gap: 9.83 eV
- Charge: +1


(4)
Computed, not measured: a structure of composition C11H7CaN2O6, with ωB97M-V with the def2-TZVPD basis set.

Cartesian coordinates (Å):
O  1.544  3.852  -2.854
C  0.598  3.439  -2.323
Ca  0.241  0.328  1.585
O  -1.014  0.094  -1.812
C  -0.487  0.335  -0.780
C  -1.002  -1.844  1.041
O  -1.521  -2.744  0.486
C  2.135  -1.746  0.859
O  2.933  -2.589  1.200
C  1.184  -1.345  -0.301
O  1.404  -1.910  -1.334
H  1.991  0.609  2.390
N  -4.476  5.224  0.755
C  -3.478  4.416  0.475
O  -2.716  4.634  -0.635
C  -3.129  3.275  1.362
C  -3.794  3.038  2.599
C  -3.401  1.974  3.337
C  -2.405  1.174  2.963
N  -1.690  1.388  1.799
C  -2.102  2.424  0.986
H  -4.718  5.978  0.118
H  -5.175  4.982  1.476
H  -4.618  3.735  2.919
H  -3.944  1.747  4.336
H  -2.060  0.279  3.540
H  -1.572  2.537  0.050

Computed properties:
- LUMO energy (alpha / beta): -5.51 / -5.51 eV
- Energy above the lowest of the compared OMol25 structures with the same formula, charge and spin: 4.0474 eV
- Kohn-Sham gap (alpha / beta): 6.53 / 6.53 eV
- Charge: +1


(5)
Computed, not measured: a structure of composition C11H7N3O6RbS, with ωB97M-V with the def2-TZVPD basis set.

Cartesian coordinates (Å):
Rb  -0.631  -3.018  -0.907
O  -4.024  0.270  -1.195
C  -3.006  -0.400  -1.310
O  -2.824  -1.606  -1.471
C  -1.671  0.452  -1.265
C  -1.742  1.839  -1.207
C  -0.550  2.547  -1.210
C  0.650  1.854  -1.225
C  0.614  0.461  -1.236
N  -0.532  -0.191  -1.276
C  1.897  -0.389  -1.036
O  2.918  0.257  -0.771
O  1.733  -1.616  -1.065
H  -2.712  2.309  -1.154
H  -0.559  3.630  -1.186
H  1.603  2.361  -1.215
S  -0.526  -2.342  2.293
C  0.098  -0.849  2.001
N  1.475  -0.716  1.856
C  2.076  0.480  1.849
C  1.313  1.610  1.966
C  -0.085  1.426  1.976
N  -0.657  0.263  2.010
H  1.998  -1.566  1.667
H  3.151  0.497  1.761
H  1.754  2.589  2.011
H  -0.754  2.276  1.956
O  -0.476  -5.587  -1.405
O  -0.534  -6.842  -1.213

Computed properties:
- LUMO energy (alpha / beta): -0.46 / -0.46 eV
- Kohn-Sham gap (alpha / beta): 4.53 / 4.52 eV
- Charge: -1


(6)
Computed, not measured: an isolated molecule of C11H7N7, with ωB97M-V with the def2-TZVPD basis set.

Cartesian coordinates (Å):
N  -3.320  5.450  -0.027
N  -2.340  3.144  0.399
N  1.267  2.188  2.414
N  -0.583  0.788  -0.345
N  -0.790  3.471  2.203
N  -2.815  4.310  0.187
C  0.449  3.131  2.780
C  0.347  -0.127  -0.182
C  -1.188  2.775  1.063
C  1.182  0.210  0.835
C  0.848  1.431  1.351
C  0.470  -3.939  -1.969
C  0.229  -2.785  -2.733
C  0.617  -3.846  -0.571
C  0.296  -1.528  -2.251
C  0.594  -2.582  0.034
C  0.431  -1.448  -0.810
N  -0.324  1.781  0.580
H  0.608  3.731  3.691
H  2.097  -0.329  1.158
H  0.569  -4.882  -2.388
H  0.012  -2.947  -3.730
H  0.653  -4.721  0.108
H  0.004  -0.752  -2.942
H  0.686  -2.523  1.146

Computed properties:
- LUMO energy: -0.95 eV
- Energy above the lowest of the compared OMol25 structures with the same formula, charge and spin: 1.0674 eV
- Kohn-Sham gap: 8.01 eV
- Charge: 0


(7)
Computed, not measured: a structure of composition C11H8AlClNO4, with ωB97M-V with the def2-TZVPD basis set.

Cartesian coordinates (Å):
Al  -0.269  1.715  0.702
C  -0.381  3.286  2.340
O  -0.488  4.103  3.159
C  -0.414  2.934  -1.234
O  -0.424  3.799  -2.017
C  -2.225  1.253  -0.049
O  -3.313  1.108  -0.354
C  1.648  1.623  -0.392
O  2.707  1.511  -0.835
C  -0.343  -1.121  -3.416
H  0.646  -1.563  -3.119
H  -1.274  -1.669  -3.110
C  -0.405  0.079  -4.021
H  -1.383  0.564  -4.256
H  0.533  0.624  -4.303
Cl  2.705  -1.269  3.774
C  1.440  -1.458  2.646
C  0.656  -2.601  2.557
C  -0.359  -2.648  1.609
C  -0.616  -1.526  0.816
N  0.025  -0.361  1.074
C  1.155  -0.359  1.828
H  0.885  -3.416  3.255
H  -0.949  -3.551  1.501
H  -1.335  -1.590  0.008
H  1.779  0.530  1.837

Computed properties:
- LUMO energy: -14.16 eV
- Energy above the lowest of the compared OMol25 structures with the same formula, charge and spin: 0.9069 eV
- Kohn-Sham gap: 4.52 eV
- Charge: +3


(8)
Computed, not measured: a structure of composition C11H8BeNO5, with ωB97M-V with the def2-TZVPD basis set.

Cartesian coordinates (Å):
O  -1.454  -4.275  -2.783
C  -0.626  -4.129  -3.573
Be  -0.071  0.341  -1.248
O  2.238  -1.213  -1.287
C  1.771  -0.244  -1.801
C  2.423  0.279  -3.149
O  3.606  0.392  -3.526
C  -0.020  0.124  -4.446
O  -1.130  0.185  -4.778
C  1.432  0.293  -4.307
O  1.816  0.412  -5.514
H  -0.557  1.657  -0.717
C  -1.203  0.611  4.579
C  -0.867  0.473  3.125
C  0.332  1.049  2.689
C  0.728  0.944  1.362
N  -0.014  0.210  0.477
C  -1.230  -0.288  0.865
C  -1.651  -0.215  2.185
H  -0.395  0.189  5.198
H  -1.269  1.676  4.852
H  -2.145  0.121  4.861
H  0.986  1.554  3.404
H  1.660  1.371  1.003
H  -1.784  -0.787  0.075
H  -2.578  -0.729  2.451

Computed properties:
- LUMO energy (alpha / beta): -7.70 / -7.80 eV
- Energy above the lowest of the compared OMol25 structures with the same formula, charge and spin: 6.2797 eV
- Kohn-Sham gap (alpha / beta): 4.32 / 4.10 eV
- Charge: +1


(9)
Computed, not measured: an isolated molecule of C11H8INS, with ωB97M-V with the def2-TZVPD basis set.

Cartesian coordinates (Å):
I  -2.923  2.595  -0.005
C  -2.142  0.749  0.534
C  -2.711  -0.443  0.353
C  -1.990  -1.659  0.672
C  -0.806  -1.721  1.299
C  -0.080  -0.525  1.760
S  1.946  -0.760  1.422
C  1.633  0.298  0.036
C  2.565  0.529  -0.966
C  2.242  1.403  -1.995
C  0.994  2.001  -2.001
N  0.095  1.767  -1.056
C  0.384  0.955  -0.071
C  -0.626  0.741  1.044
H  -3.718  -0.548  -0.024
H  -2.481  -2.580  0.395
H  -0.362  -2.678  1.525
H  -0.082  -0.443  2.847
H  3.522  0.027  -0.946
H  2.960  1.612  -2.772
H  0.689  2.693  -2.773
H  -0.528  1.598  1.723

Computed properties:
- LUMO energy: 0.04 eV
- Energy above the lowest of the compared OMol25 structures with the same formula, charge and spin: 0.0000 eV
- Kohn-Sham gap: 8.30 eV
- Structure (SMILES): IC1=CC=C[C@H]2Sc3cccnc3[C@@H]12
- Charge: 0


Respective max |F| values: 8.607, 9.138, 12.725, 12.486, 5.829, 11.661, 6.982, 5.767, 3.213 eV/A.